A:
This record from the OMol25 dataset describes a molecular structure, C37H26IN7RuS. The level of theory is ωB97M-V/def2-TZVPD.

Last column: Mulliken charge in e.
Atoms and positions in Å:
I1 1.10 3.29 -0.34  0.1712
Ru1 0.13 0.49 -0.04  -0.5001
S1 -3.23 0.14 6.81  0.1330
N1 0.47 0.91 2.05  0.5022
N2 -0.24 -1.05 -1.35  2.4201
N3 -3.83 -0.19 5.34  -0.6901
N4 -1.82 0.10 0.90  0.7247
N5 -1.72 1.88 -1.30  0.7858
N6 -1.74 0.60 6.39  -0.7032
N7 -2.28 3.00 -0.84  -0.2949
C1 5.64 1.60 -0.51  -0.9841
C2 1.62 1.31 2.61  0.0189
C3 -1.66 0.52 5.08  0.6357
C4 -1.81 0.22 2.27  -0.8005
C5 -2.13 -4.41 0.30  -0.6400
C6 4.08 3.41 -0.45  -0.7560
C7 1.03 0.33 -4.50  -1.0165
C8 0.70 1.27 4.81  -0.1724
C9 -2.98 -0.09 3.04  0.1589
C10 0.58 0.24 -3.20  0.0003
C11 3.86 -1.63 -0.38  -1.4415
C12 -0.85 -2.19 -0.83  0.0073
C13 -4.12 -0.50 2.39  -0.4694
C14 1.12 -0.80 -5.30  -0.6234
C15 -2.87 0.06 4.47  0.7163
C16 -0.62 0.65 2.87  0.1153
C17 0.32 -2.15 -3.47  -0.5728
C18 3.06 2.51 -0.40  0.7779
C19 -3.26 3.45 -1.64  -0.3289
C20 2.17 0.14 -0.35  0.7050
C21 0.17 -1.00 -2.66  0.1252
C22 1.78 1.51 3.95  -1.2991
C23 -4.11 -0.61 0.99  -1.4321
C24 2.53 -1.19 -0.37  0.0996
C25 -0.50 0.83 4.28  0.0152
C26 -3.34 2.58 -2.69  -1.1017
C27 0.77 -2.04 -4.77  -0.8443
C28 3.23 1.10 -0.40  0.2140
C29 -1.82 -2.91 -1.55  -0.2113
C30 -1.20 -3.69 1.04  -1.0753
C31 4.59 0.67 -0.44  0.9758
C32 -2.95 -0.31 0.31  -0.3285
C33 -2.45 -4.01 -0.98  -0.9109
C34 5.41 2.95 -0.52  -0.6682
C35 -0.58 -2.59 0.49  -0.2846
C36 -2.36 1.61 -2.43  -0.4615
C37 4.88 -0.72 -0.41  -0.8227
H1 0.13 -2.03 1.09  0.2735
H2 -2.62 -5.28 0.74  0.4517
H3 6.66 1.23 -0.57  0.4081
H4 0.12 -3.13 -3.05  0.5608
H5 1.47 -0.73 -6.32  0.4363
H6 -3.82 4.35 -1.42  0.4560
H7 -2.10 0.75 -3.01  0.5555
H8 2.74 1.84 4.33  0.4765
H9 2.45 1.47 1.94  0.2699
H10 -2.11 -2.57 -2.53  0.5915
H11 -3.20 -4.54 -1.55  0.4197
H12 0.78 1.41 5.88  0.5420
H13 1.78 -1.97 -0.38  0.2705
H14 4.07 -2.69 -0.36  0.4847
H15 -2.94 -0.39 -0.76  0.4890
H16 -4.02 2.61 -3.53  0.4480
H17 5.91 -1.03 -0.42  0.4057
H18 0.52 1.13 -2.59  0.1559
H19 1.32 1.30 -4.90  0.4794
H20 -5.00 -0.74 2.97  0.5522
H21 0.88 -2.94 -5.36  0.4530
H22 -1.98 3.40 0.04  0.1105
H23 -0.96 -3.99 2.05  0.4833
H24 -4.98 -0.92 0.44  0.4975
H25 6.22 3.66 -0.57  0.4197
H26 3.88 4.47 -0.44  0.4408

charge = +1
multiplicity = 6
<S²> = 8.828

***

B:
This record from the OMol25 dataset describes a molecular structure, C37H26IN7RuS. The level of theory is ωB97M-V/def2-TZVPD.

Last column: Mulliken charge in e.
Atoms and positions in Å:
I1 2.65 0.04 -0.88  0.2172
Ru1 -0.15 0.28 0.03  0.3112
S1 -1.04 -1.23 7.41  0.1341
N1 0.69 0.74 1.93  0.4557
N2 -1.94 0.40 -1.07  0.7387
N3 -1.70 -1.96 6.13  -0.6681
N4 -0.08 -0.16 6.68  -0.6816
N5 0.21 -2.03 -1.15  0.5452
N6 -1.03 -1.21 1.35  0.7607
N7 -0.25 -2.71 -2.20  -0.2984
C1 1.44 2.82 -1.01  0.8643
C2 -4.27 1.05 -1.38  -0.7862
C3 0.39 5.04 -1.04  -0.8313
C4 -0.24 -0.35 5.39  0.5651
C5 -2.59 -2.93 1.93  -1.2571
C6 2.63 2.09 -1.25  0.4933
C7 1.51 4.21 -1.29  0.8494
C8 -4.50 1.46 1.37  -1.0735
C9 2.70 4.78 -1.79  -0.8924
C10 -0.75 4.51 -0.51  -1.2901
C11 -1.70 -0.96 -5.04  -0.6479
C12 -3.15 0.80 -0.54  0.5082
C13 1.60 1.71 2.21  -0.0168
C14 -0.82 3.13 -0.25  0.0722
C15 -2.36 -2.69 3.30  -0.4862
C16 0.11 0.06 2.99  0.1805
C17 1.97 2.05 3.48  -1.3847
C18 0.91 -2.92 -0.45  -0.4324
C19 0.45 0.40 4.33  0.0621
C20 3.78 2.65 -1.71  -0.7751
C21 -1.91 -2.17 1.01  -0.2657
C22 -1.17 -1.38 5.07  0.5663
C23 0.14 -4.00 -2.19  -0.2311
C24 -3.29 1.08 0.84  0.1743
C25 -2.86 -0.88 -2.94  -0.0941
C26 3.82 4.03 -2.00  -0.6933
C27 -0.72 -0.11 -4.52  -0.8163
C28 1.36 1.39 4.57  -0.1537
C29 -2.76 -1.34 -4.24  -0.9944
C30 0.22 2.26 -0.49  0.2194
C31 -5.47 1.44 -0.84  -0.7745
C32 -1.47 -1.72 3.68  0.2846
C33 -5.61 1.62 0.54  -0.6397
C34 -1.89 -0.02 -2.42  -0.0020
C35 -0.79 -0.97 2.69  -0.8821
C36 -0.81 0.35 -3.22  -0.1773
C37 0.90 -4.18 -1.06  -1.2147
H1 -4.58 1.65 2.43  0.4755
H2 -2.07 -2.32 -0.05  0.3099
H3 -6.31 1.63 -1.50  0.4387
H4 -0.14 -4.68 -2.98  0.4478
H5 -1.60 5.14 -0.30  0.4601
H6 1.61 1.64 5.59  0.5435
H7 -2.88 -3.26 4.07  0.5397
H8 -6.56 1.92 0.95  0.4289
H9 1.37 -2.63 0.49  0.5486
H10 1.37 -5.09 -0.72  0.4210
H11 0.12 0.19 -5.14  0.4721
H12 -0.06 1.01 -2.83  0.4436
H13 0.45 6.10 -1.27  0.4053
H14 4.67 2.04 -1.86  0.4608
H15 2.04 2.21 1.36  0.2771
H16 -1.75 2.76 0.18  0.3534
H17 -1.63 -1.31 -6.07  0.4255
H18 -3.66 -1.23 -2.30  0.5190
H19 -4.17 0.97 -2.45  0.6099
H20 2.72 5.85 -2.00  0.4097
H21 -3.28 -3.69 1.59  0.4918
H22 4.73 4.47 -2.37  0.4074
H23 2.71 2.83 3.63  0.4744
H24 -2.44 1.00 1.50  0.5296
H25 -3.52 -2.01 -4.63  0.4116
H26 -0.79 -2.24 -2.91  0.1537

charge = +1
multiplicity = 6
<S²> = 8.824

***

Stability order, top to bottom: B, A

***

A:
This record from the OMol25 dataset describes a single C2H3ClO2S molecule. The level of theory is ωB97M-V/def2-TZVPD.

Last column: Mulliken charge in e.
Atoms and positions in Å:
Cl1 -0.74 -2.42 0.16  -0.1542
S1 -1.82 0.40 0.00  0.8891
O1 -2.83 -0.08 -0.86  -0.5434
O2 -2.07 1.50 0.88  -0.5439
C1 -0.12 0.11 -0.46  -0.5464
C2 -0.66 -0.75 0.64  -0.0280
H1 -0.14 -0.86 1.67  0.3178
H2 0.27 1.12 -0.16  0.2664
H3 0.45 -0.24 -1.33  0.3426

SMILES = O=S1(=O)C[C@@H]1Cl

***

B:
This record from the OMol25 dataset describes 2 unconnected molecules or ions with the total composition C2H3ClO2S. The level of theory is ωB97M-V/def2-TZVPD.

Last column: Mulliken charge in e.
Atoms and positions in Å:
Cl1 -0.74 -0.61 -2.31  -0.1013
S1 1.91 -1.51 -1.46  0.7649
O1 2.29 -1.88 -0.11  -0.4082
O2 2.68 -0.40 -1.94  -0.3887
C1 -0.56 -0.88 0.39  -0.4264
C2 -0.31 -0.15 -0.73  -0.3690
H1 -0.40 -0.67 1.40  0.3251
H2 -0.10 0.83 -0.50  0.4010
H3 -0.69 -2.01 0.26  0.2027

***

Stability order, top to bottom: B, A

***

A:
This record from the OMol25 dataset describes a gas-phase ion, C6H9N2 (charge +1). The level of theory is ωB97M-V/def2-TZVPD.

Last column: Mulliken charge in e.
Atoms and positions in Å:
N1 -0.88 0.35 0.27  -0.2379
N2 1.70 0.80 -0.18  0.0818
C1 -1.86 0.87 -0.57  -0.5834
C2 1.48 -0.55 0.18  0.5124
C3 -0.12 -0.82 -0.12  -0.4951
C4 -2.24 0.18 0.68  -0.4011
C5 1.78 1.90 -0.46  0.1850
C6 2.40 -1.43 0.44  -1.0126
H1 -0.26 -1.73 0.56  0.3986
H2 -1.86 1.87 -0.46  0.3113
H3 -0.15 -1.07 -1.25  0.2834
H4 3.41 -1.20 0.54  0.3410
H5 -2.62 0.82 1.42  0.2720
H6 -2.70 -0.82 0.72  0.2694
H7 1.88 2.88 -0.95  0.4374
H8 2.21 -2.41 0.67  0.3119
H9 -2.16 0.38 -1.47  0.3259

charge = +1
SMILES = C#[N+]C(=C)CN1CC1

***

B:
This record from the OMol25 dataset describes a gas-phase ion, C6H9N2 (charge +1). The level of theory is ωB97M-V/def2-TZVPD.

Last column: Mulliken charge in e.
Atoms and positions in Å:
N1 1.59 -0.04 0.08  0.0978
N2 -1.88 0.60 0.29  -0.1506
C1 -0.55 0.58 0.37  0.6435
C2 1.57 1.28 -0.31  0.0020
C3 2.82 -0.81 -0.04  -0.9563
C4 -2.74 -0.40 -0.38  -0.8365
C5 0.35 -0.48 0.37  -0.3660
C6 0.39 1.78 -0.05  -0.6685
H1 0.10 -1.53 0.72  0.3384
H2 3.12 -0.74 -1.01  0.4031
H3 -2.69 -1.23 0.30  0.3717
H4 -3.63 0.15 -0.27  0.3694
H5 -2.57 -0.71 -1.48  0.2712
H6 0.08 2.71 -0.28  0.4734
H7 2.70 -1.85 0.16  0.3667
H8 3.58 -0.70 0.75  0.3288
H9 -2.23 1.41 0.77  0.3120

charge = +1
SMILES = CNC1=C[N+](C)=C=C1

***

Stability order, top to bottom: A, B

***

A:
This record from the OMol25 dataset describes a single C3H4ClN3O molecule. The level of theory is ωB97M-V/def2-TZVPD.

Last column: Mulliken charge in e.
Atoms and positions in Å:
Cl1 -2.44 0.21 -0.73  -0.0800
O1 1.38 -1.93 0.03  -0.5771
N1 -0.55 1.42 1.08  -0.4491
N2 -1.55 -0.19 0.68  -0.3725
N3 -0.68 -1.14 0.55  0.0968
C1 0.60 -1.03 -0.02  0.6388
C2 0.45 1.41 0.35  0.3394
C3 0.70 0.38 -0.70  -0.8308
H1 1.58 0.37 -1.17  0.3376
H2 1.27 2.27 0.35  0.3092
H3 -0.73 -1.98 1.07  0.2470
H4 -0.04 0.21 -1.51  0.3407

***

B:
This record from the OMol25 dataset describes a single C3H4ClN3O molecule. The level of theory is ωB97M-V/def2-TZVPD.

Last column: Mulliken charge in e.
Atoms and positions in Å:
Cl1 -2.54 2.04 -0.09  -0.0811
O1 -1.08 -2.71 -0.26  -0.5446
N1 0.42 0.31 0.73  -0.6387
N2 -1.98 -0.60 -0.22  -0.3547
N3 0.24 -0.98 0.41  0.1692
C1 1.45 0.97 -0.01  -0.7023
C2 -1.81 0.61 -0.13  0.5472
C3 -0.93 -1.54 -0.06  0.4151
H1 1.30 0.91 -1.10  0.2772
H2 1.05 -1.57 0.22  0.2934
H3 1.45 2.02 0.28  0.2776
H4 2.43 0.54 0.22  0.3415

***

Stability order, top to bottom: B, A